No. 1
Density functional theory data (ωB97M-V/def2-TZVPD) for a structure of composition C35H29CeCl5N4O4S3.

* M: 983.22 g/mol
* net charge: -1
* HOMO level (spin up / spin down): -4.06 / -4.07 eV
* strongest force on any atom: 0.78 eV Å⁻¹
* spin multiplicity: 2
* total energy: -5841.90959 a.u.

Structure (XYZ):
```
81
Properties=species:S:1:pos:R:3:forces:R:3:lowdin_charge:R:1
Ce -0.43169 0.15846 -0.19567 0.47 0.01 -0.63 0.591
Cl -3.85679 1.04688 1.46580 0.06 0.04 0.09 0.677
C -2.55565 2.02887 2.09504 -0.11 0.06 0.06 -0.680
C -1.28127 1.84031 1.58566 -0.14 0.07 0.35 -0.309
C -0.31146 2.64160 2.14102 0.14 0.06 -0.07 -0.660
Cl 1.32695 2.44219 1.50640 -0.03 0.05 -0.04 0.694
C -0.52542 3.58326 3.14010 0.13 0.06 0.01 -0.701
Cl 0.77550 4.53973 3.77089 -0.12 -0.04 -0.01 0.642
C -1.82063 3.74032 3.62014 -0.06 0.04 0.03 -0.704
Cl -2.15054 4.90311 4.85804 0.01 -0.06 -0.05 0.642
C -2.84926 2.95704 3.09219 -0.04 -0.01 0.00 -0.698
Cl -4.46318 3.15391 3.68575 0.05 0.01 0.01 0.643
S -2.67971 2.10090 -4.18797 0.09 -0.10 0.20 0.391
C -2.03347 1.57764 -2.74496 0.05 0.00 -0.17 -1.764
S -2.71395 0.20902 -1.88803 0.10 0.19 0.01 0.435
S -0.60834 2.32552 -2.05257 -0.20 0.01 -0.09 0.435
O 1.67021 -0.77682 1.32636 -0.12 0.04 0.03 -0.147
C 2.74278 -1.38232 0.64494 -0.03 0.05 -0.02 -0.174
C 3.12962 -0.56403 -0.55954 0.02 -0.01 -0.02 -0.245
C 4.41691 -0.66730 -1.07088 0.03 0.02 0.05 -0.034
C 4.75038 0.05205 -2.20242 0.10 -0.06 -0.03 -0.065
C 3.78845 0.85339 -2.79183 -0.05 0.06 -0.04 -0.048
C 2.53039 0.90701 -2.21853 0.00 -0.06 0.06 -0.111
N 2.20218 0.21435 -1.11804 -0.02 0.01 -0.12 0.073
H 0.98428 -1.43814 1.54528 -0.20 -0.10 0.01 0.049
H 2.47722 -2.38788 0.30711 -0.04 0.00 -0.04 0.126
H 3.60931 -1.45765 1.30728 0.04 -0.03 0.05 0.127
H 5.14112 -1.29930 -0.56996 -0.01 0.02 -0.01 0.116
H 5.74896 -0.01161 -2.61980 -0.02 0.00 0.02 0.107
H 3.99530 1.43151 -3.68313 -0.01 -0.03 0.04 0.110
H 1.73748 1.50891 -2.64854 -0.01 0.01 0.02 0.049
C -4.44445 -2.85199 -1.88019 -0.03 -0.05 0.07 -0.059
O -3.15182 -3.41223 -2.06763 -0.02 0.01 0.04 -0.069
C -3.02930 -4.73502 -2.26694 -0.11 0.17 -0.03 -0.230
C -4.08886 -5.62367 -2.39378 -0.02 -0.10 -0.02 -0.012
C -3.84314 -6.96264 -2.68810 0.09 0.07 0.01 -0.094
C -2.54511 -7.42100 -2.84598 -0.07 0.00 0.03 -0.107
C -1.48406 -6.53907 -2.66841 0.02 -0.02 0.06 -0.024
C -1.70817 -5.20592 -2.37078 0.03 -0.09 -0.07 -0.180
N -0.63871 -4.29846 -2.23537 0.32 -0.25 -0.03 0.152
C -0.53098 -3.36390 -1.22494 -0.32 0.04 0.00 -0.349
N -1.08925 -3.78154 -0.06801 0.00 0.20 0.04 0.165
C -1.46207 -3.07821 1.10980 -0.02 -0.17 -0.15 -0.173
C -1.07681 -1.78062 1.41871 -0.04 -0.18 0.26 -0.186
C -1.51079 -1.32292 2.68180 0.06 -0.17 0.08 -0.150
C -2.26583 -2.08251 3.55637 -0.07 0.03 -0.01 -0.092
C -2.67321 -3.36302 3.18810 0.08 0.07 -0.03 -0.038
C -2.27187 -3.85228 1.96152 -0.07 -0.02 0.04 -0.220
O -2.62306 -5.09614 1.47948 -0.05 -0.19 0.08 -0.113
C -3.40685 -5.92265 2.31401 0.04 0.12 -0.05 -0.088
N 0.05258 -2.22043 -1.39796 0.35 0.14 0.08 0.088
C 0.66572 -1.99168 -2.66148 -0.13 0.04 -0.04 -0.228
C 0.08221 -1.15843 -3.60544 0.02 0.02 -0.07 -0.012
C 0.73155 -0.85002 -4.80035 -0.05 -0.02 0.07 -0.063
C 1.97130 -1.39582 -5.06961 0.01 -0.01 0.06 -0.093
C 2.57474 -2.24802 -4.14475 -0.11 0.04 -0.01 -0.034
C 1.92625 -2.54244 -2.95372 0.18 0.00 0.05 -0.243
O 2.45524 -3.36178 -1.98868 0.04 -0.17 -0.01 -0.102
C 3.68289 -4.00017 -2.27648 -0.08 0.12 0.00 -0.083
H -4.28599 -1.78618 -1.74887 -0.02 -0.03 -0.05 0.014
H -4.92183 -3.27062 -0.99023 0.00 -0.05 0.00 0.100
H -5.07497 -3.01991 -2.75590 0.00 -0.01 -0.03 0.097
H -5.10466 -5.26730 -2.29700 0.01 -0.01 0.00 0.103
H -4.67926 -7.64178 -2.79971 0.02 0.01 -0.01 0.098
H -2.35116 -8.45895 -3.08306 -0.01 0.01 0.00 0.094
H -0.45858 -6.88316 -2.74963 -0.04 0.01 0.00 0.112
H 0.01849 -4.21911 -2.99227 -0.10 0.11 -0.09 0.143
H -1.48786 -4.70636 -0.11129 0.01 -0.02 0.00 0.124
H -1.23699 -0.32446 3.00323 0.02 0.06 0.00 0.082
H -2.56843 -1.67988 4.51664 0.00 -0.01 -0.02 0.099
H -3.29329 -3.94960 3.84995 -0.01 -0.02 0.01 0.095
H -3.55295 -6.85821 1.78039 0.02 0.01 -0.05 0.089
H -4.37907 -5.46750 2.51906 -0.03 0.01 0.00 0.093
H -2.90238 -6.12008 3.26282 0.03 -0.02 0.03 0.092
H -0.89987 -0.75119 -3.39290 0.00 0.01 -0.02 0.057
H 0.25221 -0.17723 -5.50001 0.00 -0.02 0.02 0.111
H 2.48880 -1.16205 -5.99256 -0.01 -0.01 0.02 0.099
H 3.54984 -2.66117 -4.35692 0.02 -0.01 0.00 0.098
H 3.89320 -4.65519 -1.43493 -0.02 -0.01 0.03 0.093
H 4.49298 -3.27218 -2.37754 0.02 0.01 -0.02 0.081
H 3.62439 -4.59496 -3.19232 -0.03 -0.02 0.00 0.093
```
Positions in Å, forces in eV/Å.

***

No. 2
Density functional theory data (ωB97M-V/def2-TZVPD) for a structure of composition C35H29Cl2F4N9O3S3Ta.

* M: 1047.72 g/mol
* net charge: +3
* HOMO level: -15.45 eV
* strongest force on any atom: 1.54 eV Å⁻¹
* total energy: -4640.17643 a.u.

Structure (XYZ):
```
86
Properties=species:S:1:pos:R:3:forces:R:3:lowdin_charge:R:1
Ta 0.67577 0.36802 -0.18274 0.74 -1.16 0.68 1.941
N 1.04412 -0.34647 1.92336 -0.20 0.27 0.18 -0.068
C 1.74183 -1.61240 2.25024 0.09 -0.12 0.00 -0.160
C 3.07297 -1.56676 1.54732 -0.02 0.03 -0.02 -0.164
N 2.79274 -1.23216 0.14212 -0.01 -0.04 -0.01 -0.081
C 2.76363 -2.38629 -0.78491 -0.11 0.03 0.05 -0.141
C 1.32507 -2.68978 -1.11892 0.11 -0.06 0.01 -0.183
N 0.73810 -1.42144 -1.63800 -0.11 0.11 -0.20 -0.124
H 1.52681 0.42463 2.39330 -0.01 -0.05 0.03 0.099
H 0.10393 -0.38363 2.34497 0.00 0.02 0.03 0.068
H 1.11973 -2.43277 1.89076 0.03 -0.02 0.02 0.121
H 1.84177 -1.71230 3.33136 -0.01 0.02 -0.02 0.146
H 3.61755 -2.50484 1.65529 -0.03 -0.03 -0.05 0.140
H 3.69402 -0.77678 1.97273 -0.02 0.00 0.01 0.118
H 3.50604 -0.58919 -0.18725 0.00 0.03 0.01 0.086
H 3.26277 -3.25893 -0.36328 -0.02 0.01 0.06 0.143
H 3.30706 -2.11336 -1.69134 0.00 0.02 -0.05 0.110
H 0.75376 -3.01080 -0.24841 0.01 0.00 0.01 0.093
H 1.24156 -3.47854 -1.86758 -0.06 0.05 -0.02 0.138
H -0.17607 -1.62688 -2.03255 0.01 0.02 -0.03 0.054
H 1.32220 -1.12144 -2.42697 0.02 0.00 0.02 0.016
Cl -2.18944 1.71865 -1.46340 -0.14 -0.05 -0.03 0.643
C -1.96987 1.43422 -3.19818 -0.04 0.07 -0.05 -0.869
Cl -0.48675 0.49983 -3.46149 -0.07 0.19 -0.11 0.647
H -1.86574 2.39041 -3.69832 -0.02 -0.02 0.00 0.052
H -2.80968 0.85565 -3.56532 0.01 0.06 -0.02 0.049
C -3.12363 2.23952 3.93888 -0.01 -0.01 0.00 0.043
N -2.15499 2.38944 2.84036 -0.01 0.04 0.04 -0.007
C -1.82384 3.59992 2.34804 0.14 0.01 -0.12 0.037
C -0.89854 3.78018 1.34657 -0.12 -0.13 0.14 0.068
C -0.35786 2.59465 0.86013 0.00 0.37 -0.23 -0.511
O 0.51744 2.42051 -0.09798 -0.03 -0.03 -0.28 -0.203
N -0.69792 1.40069 1.32626 -0.03 -0.01 -0.34 0.002
C -1.55198 1.22375 2.37012 -0.06 -0.24 0.16 -0.488
O -1.74081 0.12708 2.86938 0.00 0.10 0.05 0.069
H -3.44216 3.22879 4.25057 -0.03 -0.01 0.02 0.107
H -2.65284 1.71694 4.76742 -0.01 0.01 0.00 0.112
H -3.97702 1.66364 3.58873 0.00 0.01 0.02 0.105
H -2.33200 4.44203 2.79935 -0.01 0.00 0.01 0.157
H -0.63442 4.75368 0.96931 0.02 0.01 -0.02 0.141
F -4.07809 -0.59395 1.22117 0.02 0.07 0.00 0.118
C -4.73357 -1.75512 1.28031 0.11 -0.08 -0.06 -0.126
C -5.95549 -1.80452 1.84674 -0.14 -0.11 0.04 -0.113
F -6.47070 -0.70655 2.34674 0.05 0.04 -0.02 0.175
C -6.72049 -3.03797 1.90610 0.09 0.02 -0.04 0.011
C -6.06766 -4.18651 1.30402 -0.01 -0.04 0.00 -0.105
C -4.83663 -4.11256 0.73842 -0.08 -0.02 0.03 -0.131
F -4.28644 -5.19409 0.21358 -0.05 -0.03 0.02 0.164
C -4.09451 -2.89764 0.70477 -0.15 0.10 0.09 0.015
C -2.82682 -2.82429 0.13282 -0.09 0.11 0.03 -0.110
C -1.99982 -1.69625 0.13728 0.21 0.15 0.02 -0.075
N -1.14412 -0.92112 0.03345 0.00 0.07 0.14 0.069
C -2.14175 -3.87241 -0.55850 0.00 -0.09 -0.06 -0.169
N -1.44019 -4.56078 -1.15475 0.04 -0.04 -0.02 0.225
F -6.68793 -5.33569 1.31655 0.03 -0.01 -0.02 0.199
C -7.96232 -3.11350 2.48203 0.10 -0.03 -0.07 -0.058
C -8.73912 -4.30889 2.53908 0.03 0.00 -0.04 -0.116
N -9.41917 -5.23238 2.61056 -0.03 -0.04 0.02 0.291
C -8.60664 -1.99553 3.09354 0.08 0.07 0.05 -0.119
N -9.12861 -1.11795 3.61975 -0.07 0.01 0.00 0.279
O 2.09784 0.90854 -1.17099 -0.30 0.40 -0.07 -0.417
C 3.27216 1.62700 -1.74075 0.37 -0.05 0.05 -0.441
C 4.13901 1.95745 -0.53829 -0.09 0.05 0.05 -0.512
C 5.43893 2.36089 -0.51277 -0.04 -0.02 -0.12 -0.111
C 5.89298 2.72286 0.78511 -0.05 -0.01 0.12 -0.120
C 4.92683 2.60680 1.73096 0.03 0.02 -0.02 -0.344
S 3.44157 2.10200 1.03912 0.12 -0.02 -0.05 1.042
C 2.79918 2.88040 -2.41945 -0.10 -0.19 -0.14 -0.466
C 2.04360 3.00145 -3.55788 0.07 0.16 0.06 -0.144
C 1.74213 4.34790 -3.86951 0.04 0.03 0.08 -0.147
C 2.27465 5.21859 -2.96191 -0.01 -0.03 -0.05 -0.362
S 3.14502 4.41989 -1.74034 -0.10 0.03 -0.02 1.118
C 3.91934 0.57817 -2.62562 -0.10 0.06 0.08 -0.435
C 5.08515 -0.10359 -2.42889 -0.03 0.00 -0.02 -0.106
C 5.31874 -1.10967 -3.41052 -0.01 -0.02 -0.06 -0.142
C 4.31588 -1.19682 -4.32002 0.01 0.01 0.08 -0.351
S 3.09087 -0.03605 -4.01538 0.03 0.00 -0.03 1.074
H 6.05899 2.43165 -1.39504 -0.01 -0.02 -0.03 0.142
H 6.89674 3.05739 0.99721 0.02 0.01 0.02 0.128
H 4.98991 2.81595 2.78612 0.01 0.01 0.03 0.086
H 1.72195 2.18307 -4.18014 0.01 -0.05 0.00 0.047
H 1.18744 4.65741 -4.74214 -0.01 0.02 -0.01 0.116
H 2.23135 6.29589 -2.97625 0.01 0.02 0.00 0.084
H 5.77645 0.09366 -1.62471 0.00 0.03 0.02 0.118
H 6.20841 -1.71984 -3.44010 0.02 -0.03 -0.02 0.124
H 4.24160 -1.84079 -5.18140 0.01 -0.03 -0.01 0.088
```
Positions in Å, forces in eV/Å.

***

No. 3
Density functional theory data (ωB97M-V/def2-TZVPD) for a structure of composition C35H29Cl2N5O2RuSe.

* M: 802.59 g/mol
* net charge: +1
* HOMO level (spin up / spin down): -10.62 / -10.67 eV
* strongest force on any atom: 0.55 eV Å⁻¹
* spin multiplicity: 2
* total energy: -5191.91593 a.u.

Structure (XYZ):
```
75
Properties=species:S:1:pos:R:3:forces:R:3:lowdin_charge:R:1
Ru -1.63320 -0.16092 -0.54174 0.06 0.13 0.38 1.341
C 2.96659 2.23607 0.31652 -0.01 0.02 0.00 -0.022
C 3.35005 1.84623 1.71827 0.07 0.00 -0.02 -0.216
C 4.23074 2.64367 2.44730 -0.01 0.00 -0.01 -0.033
C 4.64574 2.29382 3.72107 -0.01 -0.02 0.01 -0.063
C 4.18628 1.12049 4.30381 -0.02 0.01 -0.02 -0.066
C 3.29419 0.32197 3.61019 -0.01 0.04 0.03 -0.011
C 2.87523 0.68584 2.33484 -0.03 -0.11 0.03 -0.211
N 1.96551 -0.18228 1.65301 -0.02 0.06 -0.12 0.153
C 0.72387 0.18352 1.24406 0.00 0.00 0.22 -0.331
N 0.29699 1.37473 1.66700 -0.09 -0.09 -0.04 0.166
C -0.90667 2.05922 1.37898 0.06 0.21 0.06 -0.198
C -1.80610 1.58939 0.43243 -0.04 0.05 0.00 -0.235
C -2.98869 2.33251 0.27572 0.06 -0.04 -0.15 -0.123
C -3.23229 3.48505 0.99094 0.08 0.04 0.06 -0.075
C -2.28079 3.94506 1.89966 -0.10 0.05 -0.04 -0.043
C -1.10870 3.25041 2.10808 0.12 -0.15 -0.02 -0.213
C -0.08327 3.74014 3.09763 -0.02 0.00 0.02 -0.034
N -0.00262 -0.62579 0.47982 0.28 -0.06 -0.34 -0.020
C 0.59652 -1.88841 0.12098 -0.06 0.09 0.20 -0.270
C 0.47808 -2.94403 1.01858 0.03 -0.06 0.02 -0.042
C 0.97500 -4.19832 0.69955 0.01 0.03 -0.04 -0.063
C 1.59176 -4.38655 -0.52946 -0.02 0.02 0.03 -0.060
C 1.72049 -3.32350 -1.41110 0.03 0.00 0.01 -0.032
C 1.23554 -2.05436 -1.10562 -0.01 -0.05 -0.10 -0.216
C 1.41095 -0.92835 -2.08616 0.01 0.03 0.01 -0.017
H 3.80370 2.72797 -0.17637 0.00 0.01 0.00 0.090
H 2.12426 2.93293 0.30758 -0.01 -0.01 0.00 0.082
H 2.68259 1.36886 -0.27909 0.01 -0.01 0.00 0.064
H 4.61388 3.54711 1.98845 0.00 0.00 0.00 0.120
H 5.33773 2.93080 4.25498 0.00 0.00 0.00 0.111
H 4.51238 0.83404 5.29403 0.01 0.00 0.00 0.111
H 2.91141 -0.59044 4.04992 -0.01 0.00 0.01 0.119
H 2.22596 -1.14453 1.50402 0.03 0.01 -0.03 0.147
H 0.91557 1.82594 2.32485 0.00 0.03 -0.01 0.112
H -3.73483 1.98995 -0.43346 0.00 -0.01 0.00 0.090
H -4.15343 4.03432 0.84883 -0.01 0.00 -0.01 0.107
H -2.45931 4.85478 2.45943 -0.01 0.01 -0.01 0.115
H -0.38484 4.69809 3.51524 -0.01 0.00 0.00 0.085
H 0.90005 3.88737 2.63862 0.00 0.01 0.00 0.079
H 0.04037 3.04623 3.93474 0.00 0.00 0.00 0.094
H -0.01921 -2.77154 1.96614 0.00 0.00 0.00 0.127
H 0.86959 -5.01880 1.39662 0.00 -0.01 0.00 0.114
H 1.96913 -5.36222 -0.80496 0.02 0.00 0.00 0.114
H 2.21067 -3.47799 -2.36460 -0.03 -0.01 -0.02 0.121
H 1.41224 -1.30695 -3.10720 -0.01 0.00 0.00 0.092
H 2.35897 -0.40961 -1.92306 0.01 -0.01 0.00 0.085
H 0.62218 -0.17526 -2.01470 0.00 -0.02 0.00 0.044
Cl -2.73422 -7.27226 0.89803 0.01 0.11 -0.07 0.696
C -2.52708 -5.69539 0.20582 0.00 -0.04 0.02 -0.658
C -2.09177 -5.59503 -1.13842 -0.02 -0.03 0.02 -0.089
C -1.89489 -4.38036 -1.72153 0.04 -0.16 -0.16 -0.568
Cl -1.37360 -4.27595 -3.36759 -0.02 0.05 0.12 0.735
C -2.08588 -3.16856 -0.99335 0.06 0.30 -0.19 -0.384
O -1.85202 -2.03635 -1.52537 0.19 -0.32 -0.34 -0.261
C -2.57027 -3.29841 0.33350 -0.14 0.16 0.44 -0.144
C -2.89962 -2.16352 1.09890 -0.02 -0.43 -0.12 -0.115
O -2.76653 -0.93876 0.82614 -0.31 0.13 0.43 -0.122
C -2.78677 -4.57433 0.92436 0.01 -0.07 -0.06 -0.053
H -1.92011 -6.49621 -1.71198 0.02 -0.01 0.03 0.117
H -3.36084 -2.36173 2.07057 -0.07 0.12 -0.01 0.150
H -3.15340 -4.64624 1.94030 0.01 0.02 0.01 0.123
Se -3.30655 -0.57323 -3.46603 -0.10 -0.21 -0.12 1.247
N -2.37391 0.52723 -2.40329 0.07 -0.19 -0.18 -0.355
C -1.74671 1.40908 -3.18874 0.16 0.39 0.26 -0.340
C -0.86977 2.45398 -2.74263 -0.21 -0.32 -0.01 -0.027
C -0.28894 3.23819 -3.67883 0.05 0.07 -0.38 -0.046
C -0.53346 3.06892 -5.09120 0.10 0.11 0.33 -0.055
C -1.36350 2.10792 -5.54696 -0.19 -0.22 0.14 -0.006
C -1.99607 1.23796 -4.59374 0.08 0.14 -0.20 -0.366
N -2.81693 0.25103 -4.91947 -0.05 0.19 -0.07 -0.210
H -0.70127 2.60150 -1.68380 -0.03 0.00 -0.01 0.095
H 0.37735 4.03071 -3.36332 -0.01 0.01 -0.02 0.113
H -0.04732 3.73802 -5.78767 0.01 0.01 0.02 0.112
H -1.57622 1.97510 -6.59813 0.00 -0.04 0.00 0.122
```
Positions in Å, forces in eV/Å.